--- P ---
Density functional theory data (ωB97M-V/def2-TZVPD) for one molecule with the formula CH3NO.

Its structure (SMILES) is [H]/N=C\O. The value obtained for the LUMO energy is 0.97 eV.

ORCA input file:
```
! RIJCOSX wB97M-V def2-TZVPD def2/J DEFGRID3
* xyz 0 1
C 0.224 -0.376 0.167
N -0.202 0.549 0.892
O 0.021 -0.498 -1.250
H 0.706 -1.288 0.541
H -0.030 1.518 0.628
H -0.719 0.095 -0.979
*
```

--- Q ---
Density functional theory data (ωB97M-V/def2-TZVPD) for one molecule with the formula CH3NO.

Its structure (SMILES) is NC=O. The value obtained for the LUMO energy is 0.96 eV.

ORCA input file:
```
! RIJCOSX wB97M-V def2-TZVPD def2/J DEFGRID3
* xyz 0 1
C 0.684 0.335 -0.170
N -0.905 -0.473 -0.279
O 1.623 -0.161 0.299
H 0.407 1.313 -0.545
H -1.133 0.256 0.353
H -0.676 -1.271 0.342
*
```

--- R ---
Density functional theory data (ωB97M-V/def2-TZVPD) for one molecule with the formula CH3NO.

Its structure (SMILES) is C=NO. The value obtained for the LUMO energy is 0.93 eV.

ORCA input file:
```
! RIJCOSX wB97M-V def2-TZVPD def2/J DEFGRID3
* xyz 0 1
C -1.144 0.187 -0.033
H 0.905 1.082 -0.074
H -1.325 1.228 0.186
H -2.006 -0.457 -0.106
N -0.043 -0.527 0.041
O 1.199 0.089 -0.012
*
```

Stability summary: most stable Q, least stable R.

--- P ---
Density functional theory data (ωB97M-V/def2-TZVPD) for a 10-piece molecular cluster, C20H60O10 overall.

Its structure (SMILES) is CCO.CCO.CCO.CCO.CCO.CCO.CCO.CCO.CCO.CCO. The value obtained for the LUMO energy is 0.15 eV.

ORCA input file:
```
! RIJCOSX wB97M-V def2-TZVPD def2/J DEFGRID3
* xyz 0 1
C 3.803 5.233 -0.373
C 3.458 6.715 -0.581
O 4.526 7.330 0.151
H 3.996 4.980 0.670
H 4.746 4.970 -0.852
H 3.086 4.546 -0.822
H 2.515 7.001 -0.116
H 3.543 7.023 -1.623
H 5.301 7.427 -0.408
C 4.401 -5.327 0.232
C 4.379 -4.646 1.516
O 5.240 -3.632 1.426
H 5.396 -5.679 -0.039
H 4.176 -4.608 -0.556
H 3.677 -6.141 0.254
H 4.721 -5.294 2.323
H 3.415 -4.235 1.816
H 5.291 -3.194 2.279
C -4.681 -1.890 2.141
C -4.989 -0.564 2.817
O -3.778 0.130 3.229
H -4.306 -2.647 2.831
H -3.891 -1.688 1.418
H -5.561 -2.316 1.660
H -5.545 -0.864 3.706
H -5.679 0.022 2.210
H -3.918 0.602 4.053
C -2.766 6.135 -0.516
C -3.767 4.996 -0.975
O -4.781 5.539 -1.803
H -1.755 5.825 -0.251
H -3.219 6.563 0.378
H -2.765 6.967 -1.221
H -4.228 4.546 -0.095
H -3.239 4.201 -1.500
H -4.373 5.753 -2.646
C -0.174 -4.911 5.703
C 0.575 -5.679 6.734
O -0.335 -6.172 7.728
H 0.486 -4.458 4.964
H -0.797 -4.122 6.124
H -0.843 -5.577 5.157
H 1.282 -5.104 7.332
H 1.106 -6.525 6.299
H 0.301 -6.520 8.358
C -0.294 3.478 -6.219
C 1.087 3.347 -5.687
O 1.693 2.318 -6.419
H -0.854 4.286 -5.749
H -0.837 2.559 -5.996
H -0.397 3.530 -7.303
H 1.157 3.136 -4.620
H 1.707 4.227 -5.858
H 1.800 2.650 -7.314
C 1.209 1.656 8.132
C 0.713 1.725 6.709
O 1.722 1.180 5.920
H 2.177 2.141 8.261
H 1.277 0.624 8.478
H 0.560 2.208 8.812
H 0.639 2.744 6.331
H -0.217 1.191 6.513
H 1.325 0.903 5.091
C -0.593 0.268 -0.416
C 0.229 -0.761 0.304
O 0.105 -0.504 1.706
H -1.644 0.280 -0.127
H -0.507 0.201 -1.500
H -0.486 1.327 -0.182
H 1.250 -0.699 -0.072
H -0.106 -1.767 0.048
H -0.806 -0.438 2.000
C -3.996 -1.219 -4.560
C -3.962 -2.631 -3.931
O -5.218 -3.007 -4.248
H -2.971 -0.866 -4.455
H -4.691 -0.489 -4.144
H -4.208 -1.270 -5.628
H -3.728 -2.543 -2.870
H -3.280 -3.384 -4.325
H -5.414 -3.798 -3.742
C 2.721 -3.752 -5.146
C 2.387 -2.803 -6.356
O 1.153 -2.098 -6.234
H 3.724 -4.179 -5.122
H 1.914 -4.485 -5.133
H 2.638 -3.167 -4.230
H 2.317 -3.513 -7.180
H 3.193 -2.109 -6.596
H 1.473 -1.207 -6.076
*
```

--- Q ---
Density functional theory data (ωB97M-V/def2-TZVPD) for a 10-piece molecular cluster, C20H60O10 overall.

Its structure (SMILES) is CCO.CCO.CCO.CCO.CCO.CCO.CCO.CCO.CCO.CCO. The value obtained for the LUMO energy is 0.26 eV.

ORCA input file:
```
! RIJCOSX wB97M-V def2-TZVPD def2/J DEFGRID3
* xyz 0 1
C -3.390 -1.033 -1.398
C -4.257 0.202 -1.222
O -4.345 0.976 -2.412
H -3.407 -1.647 -0.496
H -2.369 -0.740 -1.640
H -3.766 -1.627 -2.236
H -3.817 0.844 -0.455
H -5.258 -0.058 -0.860
H -4.887 0.482 -3.034
C -0.106 0.798 -0.521
C 0.017 -0.463 0.313
O 1.044 -1.315 -0.182
H -1.023 1.332 -0.256
H -0.209 0.583 -1.589
H 0.756 1.465 -0.439
H -0.903 -1.036 0.157
H 0.119 -0.260 1.380
H 1.902 -0.898 0.024
C 1.366 1.299 -4.673
C 1.225 0.705 -6.052
O 2.506 0.820 -6.684
H 1.770 2.312 -4.726
H 2.090 0.706 -4.105
H 0.466 1.349 -4.059
H 0.483 1.266 -6.628
H 0.941 -0.348 -5.979
H 2.596 0.138 -7.355
C 1.858 2.139 2.527
C 3.217 2.309 3.158
O 4.122 1.389 2.506
H 1.154 2.877 2.910
H 1.465 1.140 2.717
H 1.937 2.280 1.447
H 3.182 2.074 4.225
H 3.582 3.330 3.026
H 5.006 1.576 2.832
C -2.958 -3.411 3.270
C -2.426 -3.372 1.859
O -3.337 -4.058 1.003
H -2.527 -2.602 3.864
H -2.716 -4.358 3.753
H -4.039 -3.276 3.273
H -1.428 -3.818 1.809
H -2.313 -2.337 1.507
H -2.967 -4.100 0.115
C -2.587 0.824 2.309
C -3.135 1.296 3.640
O -3.903 2.478 3.408
H -1.798 1.489 1.949
H -3.370 0.778 1.553
H -2.128 -0.161 2.416
H -2.299 1.491 4.320
H -3.775 0.517 4.068
H -4.219 2.810 4.252
C -1.077 -2.736 -4.388
C -0.005 -2.242 -3.468
O -0.345 -2.644 -2.146
H -0.927 -2.380 -5.411
H -2.047 -2.415 -4.018
H -1.009 -3.823 -4.465
H 0.102 -1.146 -3.471
H 0.992 -2.626 -3.725
H 0.278 -2.223 -1.531
C 1.257 -2.812 2.720
C 2.562 -3.238 3.359
O 2.664 -4.658 3.476
H 1.131 -1.729 2.794
H 0.389 -3.269 3.204
H 1.222 -3.109 1.674
H 2.713 -2.768 4.336
H 3.392 -2.946 2.715
H 2.190 -4.928 4.267
C 5.688 -0.193 -0.797
C 4.259 0.287 -0.858
O 3.492 -0.158 0.253
H 5.795 -1.236 -1.101
H 6.100 -0.091 0.207
H 6.315 0.384 -1.483
H 3.751 -0.107 -1.737
H 4.268 1.382 -0.907
H 3.688 0.344 1.058
C -0.504 4.419 0.138
C -1.278 5.670 -0.227
O -2.128 6.105 0.824
H 0.180 4.609 0.969
H 0.137 4.077 -0.679
H -1.175 3.608 0.427
H -1.833 5.520 -1.160
H -0.589 6.495 -0.413
H -2.789 5.424 0.982
*
```

Stability summary: most stable Q, least stable P.

--- P ---
Density functional theory data (ωB97M-V/def2-TZVPD) for an isolated ion of composition C6H11O and charge -1.

Its structure (SMILES) is C=CCCCC[O-]. The value obtained for the LUMO energy is 3.86 eV.

ORCA input file:
```
! RIJCOSX wB97M-V def2-TZVPD def2/J DEFGRID3
* xyz -1 1
C -1.539 -0.059 1.014
O -1.962 0.236 2.244
C -0.545 0.920 0.379
C -0.402 0.670 -1.165
C 0.624 -0.393 -1.687
C 2.617 -0.545 -0.143
C 1.425 -0.968 -0.556
H -1.109 -1.113 0.865
H -2.369 -0.185 0.256
H 0.440 0.904 0.843
H -0.974 1.921 0.461
H -0.036 1.622 -1.560
H -1.429 0.511 -1.491
H 1.380 0.161 -2.250
H 0.145 -1.193 -2.247
H 3.140 0.200 -0.737
H 3.053 -0.802 0.809
H 0.829 -1.619 0.086
*
```

--- Q ---
Density functional theory data (ωB97M-V/def2-TZVPD) for an isolated ion of composition C6H11O and charge -1.

Its structure (SMILES) is C=C(C)CCC[O-]. The value obtained for the LUMO energy is 3.56 eV.

ORCA input file:
```
! RIJCOSX wB97M-V def2-TZVPD def2/J DEFGRID3
* xyz -1 1
C -2.431 -0.499 -0.251
O -3.574 -0.251 0.389
C -1.275 0.488 -0.009
C 0.008 0.016 -0.775
C 1.277 -0.142 0.059
C 1.919 -1.286 0.044
C 1.641 1.105 0.812
H -2.580 -0.569 -1.366
H -1.933 -1.497 0.011
H -1.027 0.561 1.053
H -1.577 1.499 -0.311
H 0.236 0.736 -1.570
H -0.262 -0.915 -1.274
H 2.809 -1.499 0.634
H 1.570 -2.148 -0.514
H 1.721 0.946 1.890
H 0.890 1.878 0.656
H 2.586 1.579 0.522
*
```

--- R ---
Density functional theory data (ωB97M-V/def2-TZVPD) for an isolated ion of composition C6H11O and charge -1.

Its structure (SMILES) is C=C(C)CCC[O-]. The value obtained for the LUMO energy is 3.75 eV.

ORCA input file:
```
! RIJCOSX wB97M-V def2-TZVPD def2/J DEFGRID3
* xyz -1 1
C 1.201 -1.029 1.653
O 0.677 -1.281 2.856
C 0.863 0.355 1.068
C 0.854 0.498 -0.507
C -0.548 0.180 -1.053
C -0.737 -0.922 -1.778
C -1.770 0.967 -0.543
H 2.303 -1.042 1.702
H 0.950 -1.795 0.780
H -0.143 0.772 1.313
H 1.348 1.276 1.429
H 0.974 1.591 -0.696
H 1.704 -0.066 -0.921
H -1.597 -1.090 -2.462
H 0.125 -1.543 -1.956
H -1.461 1.904 -0.073
H -2.677 0.908 -1.178
H -2.065 0.315 0.365
*
```

Stability summary: most stable Q, least stable R.

--- P ---
Density functional theory data (ωB97M-V/def2-TZVPD) for a 5-piece molecular cluster, H10O5 overall.

The value obtained for the LUMO energy (spin up / spin down) is -4.04 / -11.68 eV.

ORCA input file:
```
! RIJCOSX wB97M-V def2-TZVPD def2/J DEFGRID3
* xyz 1 2
O -0.339 1.489 0.782
O -0.716 -3.555 -0.327
O 1.578 0.324 2.802
O -2.303 -0.456 -1.232
O 1.419 1.405 -1.737
H -0.503 0.570 0.500
H -1.251 -2.958 -0.922
H 1.771 0.795 3.608
H -2.651 -0.476 -2.096
H 2.059 1.505 -1.073
H 0.692 1.468 0.837
H 0.037 -2.831 -0.115
H 0.699 0.037 2.570
H -2.030 0.541 -1.302
H 1.539 2.142 -2.295
*
```

--- Q ---
Density functional theory data (ωB97M-V/def2-TZVPD) for a 5-piece molecular cluster, H10O5 overall.

The value obtained for the LUMO energy (spin up / spin down) is -3.90 / -11.66 eV.

ORCA input file:
```
! RIJCOSX wB97M-V def2-TZVPD def2/J DEFGRID3
* xyz 1 2
O -0.581 0.071 -0.828
H -1.496 -0.190 -0.930
H -0.530 0.427 0.059
O 0.265 0.949 1.696
H -0.491 1.290 2.173
H 1.021 1.220 2.217
O 2.622 1.162 -0.374
H 1.721 1.483 -0.326
H 2.545 0.214 -0.265
O -3.196 -1.302 1.425
H -3.920 -1.568 1.990
H -3.619 -0.952 0.640
O 1.958 -0.989 -2.872
H 1.444 -0.290 -2.468
H 2.256 -1.524 -2.137
*
```

Stability summary: most stable Q, least stable P.

--- P ---
Density functional theory data (ωB97M-V/def2-TZVPD) for one molecule with the formula C4H3F2N.

Its structure (SMILES) is Fc1cc[nH]c1F. The value obtained for the LUMO energy is 0.89 eV.

ORCA input file:
```
! RIJCOSX wB97M-V def2-TZVPD def2/J DEFGRID3
* xyz 0 1
C 0.213 -0.374 -0.669
C -0.973 0.209 -1.186
C -1.510 0.927 -0.182
C 0.371 0.044 0.641
H -1.436 -0.007 -2.142
H -2.471 1.371 -0.085
H -0.903 1.116 1.863
N -0.720 0.766 0.931
F 1.087 -1.118 -1.336
F 1.274 -0.291 1.584
*
```

--- Q ---
Density functional theory data (ωB97M-V/def2-TZVPD) for one molecule with the formula C4H3F2N.

Its structure (SMILES) is FC1(F)C=CN=C1. The value obtained for the LUMO energy is -0.44 eV.

ORCA input file:
```
! RIJCOSX wB97M-V def2-TZVPD def2/J DEFGRID3
* xyz 0 1
C 0.869 -0.071 0.644
C 0.491 1.199 0.579
C -1.138 0.206 -0.566
C -0.075 -0.897 -0.185
N -0.729 1.393 -0.267
F -0.722 -1.906 0.423
F 0.552 -1.472 -1.359
H 1.767 -0.596 1.129
H 0.826 2.220 0.816
H -1.841 -0.076 -1.214
*
```

Stability summary: most stable P, least stable Q.

--- P ---
Density functional theory data (ωB97M-V/def2-TZVPD) for a 3-piece molecular cluster, C2H10N2O2 overall.

Its structure (SMILES) is C/N=C\N.O.O. The value obtained for the LUMO energy is 0.60 eV.

ORCA input file:
```
! RIJCOSX wB97M-V def2-TZVPD def2/J DEFGRID3
* xyz 0 1
C 1.131 0.923 1.474
N -0.977 -0.912 0.846
C 0.365 -1.154 0.652
N 1.334 -0.429 1.015
H 1.396 0.982 2.529
H 0.104 1.307 1.446
H 1.803 1.604 0.954
H -1.779 -1.277 0.368
H -1.229 -0.013 1.222
H 0.540 -2.106 0.156
H -1.389 -0.882 -1.789
H -2.075 0.398 -2.420
O -1.900 -0.089 -1.611
H 0.136 0.590 -1.376
H 1.615 0.863 -1.696
O 0.925 0.197 -1.770
*
```

--- Q ---
Density functional theory data (ωB97M-V/def2-TZVPD) for a 3-piece molecular cluster, C2H10N2O2 overall.

Its structure (SMILES) is [H]/N=C/NC.O.O. The value obtained for the LUMO energy is 0.67 eV.

ORCA input file:
```
! RIJCOSX wB97M-V def2-TZVPD def2/J DEFGRID3
* xyz 0 1
C 0.116 -1.920 -0.892
N 0.167 -0.674 -0.148
C 1.332 -0.168 0.385
N 1.817 1.004 0.149
H 0.211 -1.635 -1.943
H 0.879 -2.585 -0.452
H -0.800 -2.470 -0.719
H -0.686 -0.246 0.214
H 2.019 -1.008 0.694
H 2.670 0.921 -0.399
H 0.097 2.315 1.638
H 0.286 2.024 0.178
O -0.386 2.382 0.818
H -2.564 1.364 -0.162
H -2.648 0.294 0.799
O -2.512 0.402 -0.158
*
```

Stability summary: most stable P, least stable Q.

--- P ---
Density functional theory data (ωB97M-V/def2-TZVPD) for a 2-piece molecular cluster, C2H10N2O2 overall.

Its structure (SMILES) is NCO.NCO. The value obtained for the LUMO energy is 0.64 eV.

ORCA input file:
```
! RIJCOSX wB97M-V def2-TZVPD def2/J DEFGRID3
* xyz 0 1
N 1.213 -0.776 0.847
C 1.203 0.361 1.761
O 1.496 0.048 3.100
H 1.695 -1.566 1.270
H 0.255 -1.021 0.639
H 1.969 1.080 1.458
H 0.243 0.886 1.700
H 0.898 -0.634 3.424
N -1.430 -0.920 -1.819
C -1.355 0.506 -2.045
O -0.088 1.030 -1.681
H -1.684 -1.131 -0.863
H -0.519 -1.330 -1.992
H -1.477 0.647 -3.123
H -2.182 0.994 -1.526
H -0.236 1.827 -1.151
*
```

--- Q ---
Density functional theory data (ωB97M-V/def2-TZVPD) for C2H10N2O2 as an isolated structure.

The value obtained for the LUMO energy is 0.76 eV.

ORCA input file:
```
! RIJCOSX wB97M-V def2-TZVPD def2/J DEFGRID3
* xyz 0 1
C 1.194 0.502 0.517
N 0.565 -0.250 1.460
N 2.557 0.658 0.633
O 0.744 -0.290 -1.060
H 0.841 0.275 -1.833
H 0.680 1.438 0.309
H 1.068 -1.089 1.722
H 2.977 1.225 -0.088
H 3.070 -0.199 0.796
H -0.406 -0.521 1.151
C -2.564 -0.163 -0.588
O -1.509 -0.995 -0.175
H -0.631 -0.788 -0.754
H -2.918 -0.430 -1.592
H -3.397 -0.271 0.112
H -2.272 0.898 -0.610
*
```

Stability summary: most stable P, least stable Q.

--- P ---
Density functional theory data (ωB97M-V/def2-TZVPD) for one molecule with the formula C4H6OS3.

Its structure (SMILES) is O[C@@H](CS)C(=S)C=S. The value obtained for the LUMO energy is -2.22 eV.

ORCA input file:
```
! RIJCOSX wB97M-V def2-TZVPD def2/J DEFGRID3
* xyz 0 1
C -0.351 1.127 1.491
C -0.532 0.644 0.062
C 0.028 -0.696 -0.196
C 0.069 -1.139 -1.641
H 1.849 0.354 1.798
H -0.740 0.369 2.186
H -0.990 2.031 1.600
H -0.084 1.377 -0.604
H -2.231 0.747 -0.977
H 0.424 -2.086 -1.756
O -1.952 0.577 -0.071
S 1.347 1.599 1.955
S 0.485 -1.807 0.921
S -0.450 -0.231 -2.874
*
```

--- Q ---
Density functional theory data (ωB97M-V/def2-TZVPD) for C4H6OS3 as an isolated structure.

The value obtained for the LUMO energy is -0.50 eV.

ORCA input file:
```
! RIJCOSX wB97M-V def2-TZVPD def2/J DEFGRID3
* xyz 0 1
C 0.672 1.144 -1.708
C 0.174 0.706 -0.346
C -1.594 -0.518 0.762
C 1.042 -1.399 1.631
H 1.472 0.332 -2.411
H -0.495 1.053 -2.375
H 1.250 2.341 -1.583
H 0.160 1.564 0.500
H -2.633 -0.818 0.432
H -1.769 0.329 1.388
O -0.993 0.008 -0.497
S -0.745 -1.878 1.617
S 1.853 -2.605 2.249
S 1.606 -0.260 0.339
*
```

Stability summary: most stable P, least stable Q.